12
Properties=species:S:1:pos:R:3:forces:R:3 method="wB97M-V/def2-TZVPD" relative_energy_ev=4.961 charge=0 homo_energy_ha=-0.300 e_tot_ha=-377.48173 orbital_gap_ev=8.58 max_force_ev_per_a=6.593
C 0.99349 -0.60005 -0.88564 2.2 -2.2 -0.9
C -0.36390 -0.68970 0.61748 -1.8 4.4 2.9
C -1.05941 0.22200 1.46094 0.8 -0.9 0.7
C -0.82350 1.30367 -0.41359 -2.2 5.3 -1.4
C -0.27218 0.08585 -0.55702 0.5 0.8 -1.0
H 1.89732 -1.99211 0.68518 -5.3 2.1 -0.4
H -1.60444 0.21661 2.33788 -0.2 -1.3 2.3
H -2.10693 2.10820 1.12821 1.4 -1.1 -0.2
H -1.20178 2.18719 -1.17574 1.8 -2.5 1.8
N 0.72939 -1.51909 0.30630 6.0 -1.9 -2.0
N -1.23865 1.53347 0.94414 -0.4 -2.9 -3.9
O 1.96670 -0.56890 -1.63271 -2.7 0.2 2.1

=====

21
Properties=species:S:1:pos:R:3:forces:R:3 method="wB97M-V/def2-TZVPD" smiles="CC[Si](C)=C=N.C=C" relative_energy_ev=3.400 charge=0 homo_energy_ha="-0.252 / -0.252" e_tot_ha=-580.50332 orbital_gap_ev="7.10 / 7.11" max_force_ev_per_a=4.980
C -2.39617 -1.19551 1.32560 2.6 1.5 -2.1
C -1.99559 -1.16084 -0.18733 0.1 0.1 1.0
Si -0.76399 0.17496 -0.55185 0.3 0.7 0.0
C -0.24510 0.67386 -2.30880 4.5 0.0 2.1
C -1.39756 1.68512 0.12853 0.8 -0.9 0.1
N -1.27279 2.76119 0.62200 0.4 2.4 0.5
H -1.46931 -1.59765 1.78395 -0.7 1.0 0.6
H -2.73903 -0.17127 1.52001 0.4 -0.4 1.0
H -3.14168 -1.87242 1.51356 -2.0 -1.6 0.3
H -2.79252 -1.18035 -0.85677 -1.9 0.6 -1.0
H -1.56790 -2.07832 -0.43829 1.2 -1.8 -0.2
H -1.03044 0.60888 -2.93863 -2.2 -0.1 -2.5
H 0.31506 1.69062 -2.35585 -1.3 -1.6 0.3
H 0.59019 -0.08630 -2.54443 -1.4 1.0 -0.1
H -0.38790 3.15831 1.00668 -0.9 -0.7 0.0
C 2.48879 0.19706 0.61749 -0.1 2.2 0.2
C 2.98373 1.44765 0.90286 -0.6 -2.1 -1.4
H 2.48423 -0.21248 -0.40749 0.4 0.3 0.6
H 1.85801 -0.36194 1.31926 0.6 0.2 0.0
H 3.46500 2.05058 0.12168 -0.1 -0.4 0.3
H 2.89370 1.93974 1.85415 -0.1 -0.2 0.4

=====

23
Properties=species:S:1:pos:R:3:forces:R:3 method="wB97M-V/def2-TZVPD" relative_energy_ev=5.983 charge=+1 homo_energy_ha=-0.449 e_tot_ha=-442.53778 orbital_gap_ev=6.98 max_force_ev_per_a=5.294
C -1.08949 -0.23589 2.97280 0.3 0.3 -1.2
C -1.03189 0.92210 2.18936 0.2 1.8 -2.4
C -0.63506 -1.49431 2.84003 -0.7 -0.5 0.0
C 0.15380 -2.26031 1.96566 3.1 -1.0 -0.5
C -1.02954 1.05859 0.83576 -1.4 -0.4 2.0
C 1.36818 -1.93355 -0.22971 0.9 -2.8 -4.4
C -1.27511 1.39045 -0.40362 0.9 -0.6 1.2
C -0.09733 1.70090 -1.18759 0.0 -0.3 0.3
C -0.04640 1.32496 -2.44568 0.5 -0.3 -2.0
C 1.12849 1.37225 -3.39525 -1.3 -0.6 3.9
N 0.84606 -2.08434 0.85976 -2.1 1.1 3.5
H -1.65739 -0.00958 3.83183 -0.3 -0.3 1.3
H -1.17925 1.84389 2.75837 -0.1 -0.1 -0.2
H -0.92058 -2.09274 3.67355 -0.1 -0.6 0.4
H 0.49796 -3.18414 2.52191 -0.5 0.7 -1.2
H 2.39446 -1.62043 -0.54868 -0.7 0.6 1.3
H 0.95346 -2.56857 -1.13225 0.0 1.5 1.5
H -2.24122 1.28972 -0.85761 -0.5 0.1 0.0
H 0.72810 2.03150 -0.56050 0.2 0.4 -0.7
H -0.83479 0.75452 -2.96448 -0.4 0.6 0.9
H 0.74893 1.30519 -4.31877 -1.0 1.0 -3.8
H 1.41743 0.36341 -3.29001 1.7 -1.2 0.3
H 1.80119 2.12639 -3.11489 1.3 0.7 -0.2

=====

87
Properties=species:S:1:pos:R:3:forces:R:3 method="wB97M-V/def2-TZVPD" relative_energy_ev=0.000 charge=+1 homo_energy_ha=-0.372 e_tot_ha=-6491.38095 orbital_gap_ev=6.95 max_force_ev_per_a=0.974
Lu -2.36975 -0.47640 -1.53431 -0.8 0.2 0.5
N -3.20113 -1.97044 0.33286 0.1 0.0 0.0
N -2.13033 -2.85602 0.58181 -0.1 0.0 0.1
C -1.28830 -3.16978 -0.50987 0.1 0.1 -0.4
O -0.54143 -4.12633 -0.39762 0.0 0.0 0.1
O -1.39972 -2.37746 -1.52233 0.3 -0.5 0.2
H -3.36294 -1.39246 1.14822 0.0 0.0 0.0
H -4.05464 -2.46647 0.09520 0.0 0.0 0.0
H -2.31881 -3.65290 1.17154 -0.1 0.0 0.0
F 3.79145 -1.69568 1.52144 0.0 0.0 0.0
C 2.89423 -0.77562 1.94193 0.0 0.0 0.1
C 1.69612 -0.65470 1.30134 0.0 0.0 0.0
C 0.75850 0.26151 1.78159 0.0 0.0 0.0
C -0.52742 0.38870 1.07591 0.0 -0.2 -0.1
O -0.72263 -0.33737 0.09446 0.1 0.0 0.0
C -1.44559 1.34561 1.60636 0.1 0.1 0.2
C -1.08325 2.05130 2.71291 -0.1 0.0 -0.1
N 0.08560 1.91992 3.38129 0.1 -0.1 0.0
C 0.35244 2.75044 4.53265 0.0 0.0 0.0
C 0.46270 2.09268 5.87882 0.0 0.1 0.0
C -0.73522 2.93135 5.54314 0.0 0.0 0.0
C 1.04724 1.03132 2.91188 -0.1 0.1 0.1
C 2.30044 0.91736 3.52817 0.0 0.0 -0.1
C 3.22769 0.01346 3.04949 0.1 0.0 0.0
N 4.48180 -0.10145 3.72874 -0.1 0.1 0.1
C 5.67511 -0.36487 2.95107 0.0 0.0 -0.1
C 6.88824 0.04917 3.75594 0.1 -0.1 0.3
N 6.89015 -0.74836 5.04344 -0.1 0.0 0.0
C 5.61277 -0.54615 5.82837 0.3 0.0 -0.1
C 4.44081 -0.90144 4.93840 0.0 -0.1 0.0
C -2.82157 1.61286 1.02882 -0.2 -0.2 -0.1
O -3.56958 2.36039 1.64126 0.1 0.1 0.0
O -3.08899 0.99407 -0.05932 0.0 0.1 0.0
H 1.44875 -1.27602 0.44910 0.0 0.0 0.0
H -1.78434 2.77431 3.10886 0.0 0.0 0.0
H 0.99355 3.59985 4.32682 0.0 0.0 0.0
H 1.19227 2.48696 6.57236 0.0 0.0 0.0
H 0.31410 1.02189 5.90744 0.0 0.0 0.0
H -0.82898 3.90864 5.99225 0.0 0.0 0.0
H -1.66693 2.41228 5.37100 0.0 0.0 0.0
H 2.56693 1.54703 4.36393 0.0 0.0 0.0
H 5.65813 0.21534 2.02969 0.0 0.0 0.0
H 5.77784 -1.42039 2.65992 0.0 0.0 0.0
H 6.84833 1.09598 4.05132 0.0 0.0 -0.1
H 7.82806 -0.16737 3.25177 0.0 0.0 -0.1
H 7.70178 -0.51061 5.61331 0.0 0.1 0.0
H 6.97977 -1.74082 4.81074 0.0 0.0 0.0
H 5.60040 0.50710 6.10361 -0.1 0.0 0.0
H 5.68121 -1.16934 6.71770 -0.1 0.0 0.0
H 3.52189 -0.70110 5.48715 0.0 0.0 0.0
H 4.45575 -1.98314 4.71906 0.0 0.0 0.0
O -6.37122 3.73750 -4.85784 0.1 -0.1 0.1
C -5.53204 2.91730 -4.19089 -0.2 0.1 -0.1
C -4.15539 2.90790 -4.38406 0.0 -0.1 0.1
C -3.40614 2.01718 -3.64736 0.1 0.0 0.0
N -3.92042 1.16524 -2.75186 -0.2 -0.2 0.0
C -5.23340 1.21360 -2.57618 -0.1 0.2 0.0
Br -6.02237 0.08950 -1.27439 0.1 0.0 0.0
C -6.09110 2.05176 -3.26360 0.1 -0.1 0.0
H -5.87303 4.30017 -5.45994 0.0 0.0 0.0
H -3.67506 3.57440 -5.08805 0.0 0.0 0.0
H -2.33237 1.98285 -3.76273 0.0 0.0 0.0
H -7.15426 2.04778 -3.08060 0.0 0.0 0.0
I 4.68330 -0.22086 -6.78152 0.2 0.0 -0.1
C 2.91755 -0.11951 -5.70040 -0.2 0.0 0.1
C 2.92416 0.44419 -4.43055 0.0 0.0 0.0
C 1.74244 0.51391 -3.71102 0.0 0.1 -0.1
C 0.56557 0.01453 -4.25306 -0.1 0.0 -0.1
C 0.56942 -0.55014 -5.52175 0.1 0.0 0.0
C 1.74423 -0.61528 -6.25400 0.0 0.0 0.0
C -0.69438 0.06401 -3.46186 0.2 0.2 0.2
O -1.70985 -0.59244 -3.80255 0.1 -0.1 -0.3
O -0.72091 0.75428 -2.38995 0.4 0.1 -0.3
H 3.84480 0.82553 -4.01127 0.0 0.0 0.0
H 1.71728 0.95730 -2.72526 0.0 0.0 0.0
H -0.35193 -0.94459 -5.92774 0.0 0.0 0.0
H 1.74885 -1.05193 -7.24279 0.0 0.0 0.0
C -3.30034 -4.06504 -3.35482 0.0 0.0 0.0
C -3.83724 -2.68577 -3.56295 0.1 0.1 0.1
C -4.19307 -2.20184 -4.93258 0.0 -0.1 0.0
O -3.92533 -1.91425 -2.61609 -0.2 0.0 0.0
H -3.45027 -4.71444 -4.21300 0.0 0.0 0.0
H -3.74987 -4.49992 -2.46273 0.0 0.0 0.0
H -2.23198 -3.95087 -3.14538 0.0 0.0 0.0
H -4.37983 -3.01207 -5.63289 0.0 0.0 0.0
H -3.33267 -1.61931 -5.27507 0.0 0.0 0.0
H -5.04569 -1.52753 -4.87289 0.0 0.0 0.0